DFT (ωB97M-V/def2-TZVPD) results for a molecular structure, C8H15N in a non-equilibrium geometry.

Cartesian coordinates (Å):
C  1.946606  0.254473  0.048335
C  -0.761001  1.127420  -1.525050
C  2.625258  -0.856428  -0.707284
C  2.494523  0.513692  1.428295
C  -3.454736  0.236231  0.726860
C  -0.613901  0.183827  -0.414891
C  -2.440275  -0.683340  0.120124
C  0.046208  -0.380796  0.477624
N  -2.726096  -1.866745  -0.179716
H  1.893648  1.172182  -0.535714
H  -1.952281  -2.407774  -0.571002
H  0.097260  -1.099046  1.267981
H  0.171249  1.199773  -2.085832
H  -1.039774  2.117158  -1.160120
H  -1.547201  0.783845  -2.199069
H  3.696242  -0.657206  -0.853401
H  2.425980  -0.382404  2.052177
H  2.191784  -0.990613  -1.699967
H  2.550372  -1.802367  -0.163913
H  3.556936  0.791496  1.398157
H  1.960064  1.326195  1.922730
H  -3.615924  1.101713  0.082270
H  -4.407067  -0.280260  0.879154
H  -3.097874  0.598975  1.692251

Force components x, y, z for each atom (eV/Å):
-2.3 -1.3 1.5
0.3 0.0 -0.2
0.1 -0.1 -0.1
0.4 0.1 0.0
0.1 0.0 0.1
-6.9 -1.5 0.4
1.4 1.3 -1.7
7.4 1.3 -0.5
0.3 -0.2 0.5
-0.3 0.0 0.0
0.0 0.3 -0.1
-0.5 -0.1 0.1
0.0 0.1 -0.1
0.0 0.0 0.0
0.1 0.0 0.0
-0.1 0.1 0.1
0.0 0.1 0.0
-0.1 -0.1 0.0
0.0 0.0 -0.1
0.0 0.0 0.0
0.0 -0.1 0.0
0.1 0.0 0.0
0.1 0.0 -0.1
0.0 0.1 0.0

Calculated values
DFT total energy: -368.390302 Eh
relative energy (zero: lowest compared OMol25 entry of this formula, charge and spin): 479.0 kJ/mol
HOMO: -7.060 eV